Entry from the OMol25 dataset: C37H99CsN8O13S as an isolated structure at a distorted geometry (the ωB97M-V functional and the def2-TZVPD basis).

Structure (XYZ):
```
159
Properties=species:S:1:pos:R:3:forces:R:3
O 0.2762 1.4257 -2.2534 -0.39 0.66 0.54
H -0.5375 0.9130 -2.5686 0.93 -0.56 -0.94
H 0.4599 1.1348 -1.2549 0.35 -0.46 0.44
H 1.0562 1.2809 -2.8133 -0.25 -0.31 -0.01
Cs 2.1395 -3.4545 2.1455 -0.30 0.19 -0.19
S 0.3502 -0.8530 0.1793 1.01 -1.12 -1.97
O -0.1282 -1.2909 1.4715 -0.70 0.40 1.32
O 0.6775 0.6038 0.0873 -0.30 1.06 0.31
O 1.6086 -1.5949 -0.0738 0.00 0.20 -0.27
O -0.6593 -1.1078 -0.8581 -0.08 -0.20 0.21
C 0.7240 1.4676 4.8029 0.85 1.12 -0.43
C 1.5821 1.4150 3.5321 -0.36 1.07 0.57
C 2.9178 2.1422 3.7283 -0.06 -0.31 0.15
O 3.4474 2.4795 2.4472 0.24 -0.27 -0.01
C 4.8452 2.6206 2.5273 0.54 0.26 0.33
N 1.8403 0.0532 3.0982 0.53 0.28 -1.13
H -0.3131 1.1602 4.6811 0.14 -0.55 -0.07
H 0.6535 2.5373 5.0289 -0.04 -0.09 0.37
H 1.2761 0.9756 5.6042 -0.43 -0.21 0.19
H 1.1150 2.0869 2.7930 -0.41 -0.57 -0.31
H 3.6130 1.4828 4.2604 0.07 -0.09 -0.03
H 2.8367 3.0657 4.3090 -0.31 0.00 0.10
H 5.1550 3.4336 3.1977 -0.27 0.01 0.16
H 5.3021 2.8782 1.5710 -0.40 -0.24 -0.25
H 5.2992 1.7030 2.9132 0.09 -0.07 -0.15
H 2.3469 0.2221 2.2207 0.28 -0.50 0.18
H 1.0026 -0.3915 2.7231 -0.18 0.34 0.29
C 0.4144 -3.3985 -3.2316 0.25 -0.43 -0.13
C 1.4418 -4.3759 -2.5983 -0.84 0.78 -0.74
C 2.8426 -4.0493 -3.0996 -0.24 -0.91 0.79
O 2.8264 -4.2150 -4.5020 0.51 0.24 -0.05
C 4.0940 -3.9019 -5.0494 -0.06 0.36 0.14
N 1.2823 -4.3668 -1.1337 0.27 0.16 -0.72
H 0.6532 -2.3557 -3.0230 0.24 0.04 -0.01
H -0.5815 -3.5686 -2.8129 -0.01 -0.16 -0.03
H 0.3830 -3.5777 -4.3078 -0.08 0.26 -0.01
H 1.1809 -5.3487 -3.0218 0.20 -0.25 0.35
H 3.5449 -4.7650 -2.6473 0.05 -0.14 -0.06
H 3.1931 -3.0760 -2.7470 -0.22 0.45 -0.41
H 4.2603 -2.8207 -5.0073 0.08 0.05 0.03
H 4.1501 -4.2091 -6.0912 -0.22 -0.16 0.03
H 4.8943 -4.3872 -4.4817 0.05 -0.12 -0.04
H 0.3388 -4.7222 -1.0092 0.09 -0.12 0.53
H 1.1735 -3.3677 -0.9331 0.22 -0.21 0.38
C 1.8021 4.6331 -0.3199 0.89 -0.35 -0.57
C 2.4836 3.6811 -1.3634 -2.06 0.58 0.92
C 3.6230 4.3588 -2.0739 1.17 -0.45 0.25
O 3.2072 5.1310 -3.1693 -0.53 -0.63 -0.27
C 4.2629 5.6114 -3.9481 1.06 2.13 1.34
N 2.8853 2.4325 -0.7165 0.68 0.16 -0.61
H 0.8312 4.2684 0.0125 -0.02 0.05 -0.38
H 1.7636 5.6185 -0.7875 -0.33 0.17 0.35
H 2.4089 4.6477 0.5901 0.23 0.28 -0.09
H 1.6902 3.4953 -2.0946 0.26 -0.25 -0.22
H 4.3453 3.6055 -2.4172 -0.10 -0.16 -0.03
H 4.1683 4.9674 -1.3339 0.03 0.25 -0.14
H 5.0481 4.9505 -4.3268 -0.84 -0.78 -0.43
H 4.8895 6.2679 -3.3096 -0.09 -0.01 0.14
H 3.8594 6.3420 -4.6451 -0.09 -0.61 -0.56
H 3.6108 2.7074 -0.0627 0.08 -0.30 0.21
H 2.1411 2.0628 -0.1355 -0.05 0.07 0.06
C -2.9184 -2.4688 4.4512 -0.78 -0.14 0.11
C -1.7863 -1.6068 4.9680 0.10 0.17 -1.19
C -1.5446 -1.6765 6.4624 0.55 0.11 0.48
O -2.7915 -1.5421 7.1114 -0.48 0.04 0.56
C -2.6682 -1.7319 8.5020 0.79 -0.92 0.66
N -0.5670 -1.9399 4.2051 0.82 0.57 0.66
H -3.2339 -2.1695 3.4490 0.37 0.09 -0.13
H -3.8248 -2.3566 5.0481 0.16 -0.08 0.20
H -2.6585 -3.5283 4.4056 0.14 0.01 0.15
H -2.0442 -0.5611 4.7576 -0.27 0.04 0.07
H -0.8827 -0.8766 6.8300 -0.10 0.43 -0.46
H -0.9459 -2.5404 6.7851 -0.67 -0.65 -0.28
H -1.7137 -1.3282 8.8517 0.00 0.16 0.10
H -2.6636 -2.7988 8.7601 0.26 -0.17 -0.30
H -3.4429 -1.3622 9.1740 -0.42 0.71 -0.88
H 0.0484 -1.1362 4.3324 0.35 -0.36 0.35
H -0.6697 -1.8821 3.1958 -0.89 -0.15 0.08
C 5.1239 -0.4591 0.3995 -0.88 -1.26 -0.44
C 5.2616 -0.8095 -1.1121 0.75 0.23 0.89
C 5.6964 -2.2473 -1.3689 -1.18 0.19 -0.33
O 6.9871 -2.5368 -0.9073 0.36 0.14 0.22
C 7.5063 -3.6730 -1.5350 -0.27 -1.04 -0.88
N 4.0574 -0.5157 -1.8945 0.06 0.54 0.57
H 4.4908 -1.2343 0.8716 0.11 0.23 -0.04
H 4.5605 0.4686 0.4816 0.27 0.22 0.19
H 6.0692 -0.4536 0.9382 0.09 0.23 -0.11
H 6.0650 -0.1379 -1.4292 -0.02 -0.13 -0.58
H 5.5637 -2.4468 -2.4377 0.51 0.18 -0.23
H 4.9207 -2.9031 -0.9368 0.23 -0.20 0.44
H 7.5646 -3.5579 -2.6255 -0.02 0.32 -0.01
H 6.8625 -4.5526 -1.3986 -0.12 0.05 0.24
H 8.5019 -3.9817 -1.2213 0.01 0.60 0.54
H 3.8436 0.4438 -1.6073 -0.20 0.08 -0.52
H 3.2532 -1.0040 -1.5005 0.11 -0.34 0.13
C -2.6862 0.8093 -5.0265 -0.84 1.38 0.22
C -2.6249 0.0549 -3.7005 0.35 -0.77 -0.80
C -3.5435 -1.1725 -3.6540 -0.27 1.10 0.04
O -3.2229 -2.0186 -4.7348 0.10 -0.25 0.50
C -3.9155 -3.2361 -4.6268 -0.07 -1.03 -0.22
N -1.2369 -0.4258 -3.4672 -0.99 -0.33 0.67
H -2.1880 0.4653 -5.9296 0.05 -0.75 0.33
H -2.3164 1.8304 -4.8779 0.25 -0.10 0.12
H -3.7435 0.9863 -5.2517 0.02 -0.22 -0.25
H -2.9394 0.7634 -2.9287 0.09 -0.19 0.21
H -4.6013 -0.8826 -3.7090 -0.05 0.05 -0.07
H -3.3943 -1.6223 -2.6656 0.04 -0.49 -0.17
H -3.5748 -3.9450 -5.3835 0.12 0.41 -0.30
H -4.9954 -3.1189 -4.7554 -0.04 0.19 0.09
H -3.7327 -3.7753 -3.6901 -0.01 0.43 0.30
H -1.2117 -0.9241 -2.5554 0.02 0.52 -0.38
H -1.2004 -1.2241 -4.1031 0.75 0.35 -0.35
C -3.1698 -5.3777 0.4657 -0.35 -0.28 0.54
C -2.6134 -4.1142 -0.1674 0.06 -0.27 -0.71
C -3.5606 -2.9060 -0.0356 0.06 -0.27 0.16
O -4.8699 -3.1930 -0.5011 0.52 -0.49 0.53
C -5.7255 -2.0859 -0.4422 -0.14 0.05 0.02
N -1.2833 -3.8424 0.3964 -0.80 0.11 0.54
H -4.1703 -5.5982 0.0935 -0.02 0.07 0.11
H -3.2062 -5.2827 1.5581 -0.33 0.40 -0.01
H -2.5747 -6.2885 0.3724 0.33 0.29 -0.65
H -2.4905 -4.2663 -1.2456 0.07 -0.21 -0.03
H -3.1818 -2.0644 -0.6216 0.36 0.11 0.17
H -3.5653 -2.6232 1.0245 -0.22 0.20 0.10
H -5.8505 -1.6218 0.5462 0.34 -0.34 0.20
H -6.7007 -2.4891 -0.7152 -0.02 0.46 -0.38
H -5.3410 -1.2900 -1.0940 -0.40 -0.02 -0.23
H -1.4810 -3.6086 1.3720 0.35 -0.05 0.01
H -0.9404 -2.9705 0.0105 -0.08 0.08 -0.19
C -2.6647 3.3194 2.8312 0.87 1.18 -0.24
C -3.0193 2.6007 1.5078 1.20 -0.90 1.16
C -4.5092 2.7072 1.2792 -0.79 0.71 -1.04
C -4.9686 3.9727 0.5588 0.31 0.70 0.02
C -4.0998 4.2141 -0.6711 0.16 0.52 0.05
C -2.5801 4.1373 -0.4241 0.35 0.35 -1.11
N -2.2215 2.9194 0.3147 -1.55 0.30 -0.98
O -0.8255 2.8481 0.5192 -0.28 -0.33 0.32
C -1.9340 4.0805 -1.8375 -0.07 -0.57 0.90
C -2.0307 5.3888 0.2787 -0.10 -0.03 0.55
C -2.6880 1.1230 1.8002 -0.92 0.08 -0.32
H -3.0012 2.7481 3.6947 -0.05 -0.03 -0.05
H -3.0146 4.3517 2.9332 -0.59 -0.20 -0.15
H -1.5849 3.4867 2.9102 0.07 -0.55 -0.02
H -4.8605 1.9043 0.6257 0.06 -0.45 0.44
H -4.9995 2.7302 2.2529 -0.06 -0.68 -0.03
H -4.9598 4.8231 1.2498 0.40 0.09 -0.09
H -6.0195 3.9261 0.2647 0.01 -0.35 -0.02
H -4.2292 5.2127 -1.1004 -0.28 0.11 0.27
H -4.4053 3.5759 -1.5058 0.19 -0.49 0.26
H -0.8518 4.0669 -1.7088 0.02 0.32 -0.34
H -2.2096 3.1470 -2.3342 -0.11 -0.02 0.00
H -2.3027 4.9118 -2.4351 0.30 0.13 -0.04
H -2.4678 5.4526 1.2766 0.34 -0.03 0.11
H -0.9477 5.2676 0.3218 -0.10 0.14 0.38
H -2.2190 6.3747 -0.1512 -0.23 -0.30 -0.61
H -1.6420 1.0047 2.0641 -0.01 -0.18 0.40
H -2.8976 0.5016 0.9285 0.13 0.05 -0.22
H -3.4028 0.7967 2.5609 0.50 -0.22 0.34
H -0.6110 1.9080 0.3316 0.13 0.55 0.26
```
Positions in Å, forces in eV/Å.

Lowest unoccupied orbital energy, hartree: -0.005